Entry 1:
{"formula": "C5H11NP", "method": "the ωB97M-V functional and the def2-TZVPD basis", "homo_lumo_gap_ha": [0.2385, 0.3898], "e_homo_ev": [-14.7, -16.9], "total_charge": 1, "e_above_lowest_kcal_mol": 120.2, "total_energy_ev": -16129.13472, "symbols": ["C", "C", "C", "C", "C", "N", "P", "H", "H", "H", "H", "H", "H", "H", "H", "H", "H", "H"], "positions_angstrom": [[-2.72086, 0.19399, 0.22925], [-0.37004, 1.19311, -1.20688], [2.14620, -0.24348, -0.07290], [-0.28830, -1.66122, 0.08081], [0.00770, 0.86116, 1.56721], [-3.78620, 0.27134, -0.13173], [0.31288, 0.03414, 0.03459], [-1.38894, 1.02853, -1.15537], [0.16076, 1.07474, -2.21087], [0.06063, 2.10730, -1.02166], [2.36560, -1.06336, 0.68132], [2.79176, 0.64135, 0.34651], [2.49776, -0.28238, -1.11402], [-1.20575, -1.76782, 0.54538], [0.40848, -2.32858, 0.52771], [-0.30225, -2.19367, -0.98374], [-0.46151, 0.26734, 2.40153], [-0.22792, 1.86752, 1.48285]], "forces_ev_per_angstrom": [[3.8138, -0.1025, 1.9938], [3.6008, -2.8674, -1.8115], [0.9714, 1.9544, 1.6142], [1.0562, -0.9464, -3.7098], [-1.8478, -3.0142, 0.6094], [-3.8655, 0.2178, -1.3956], [1.9566, -0.1452, -0.2725], [-2.0136, 0.4764, -0.5841], [-1.2875, -0.7886, 0.8888], [0.1195, 2.6172, 1.3353], [-0.0909, 0.5596, -1.5649], [-1.6098, -1.2265, -0.6323], [-0.2026, -0.9073, 0.3874], [-1.9580, -0.1683, 0.7541], [0.8515, -0.0933, 0.9947], [-0.3491, 1.6567, 1.8277], [0.9220, 0.8311, -0.6742], [-0.0670, 1.9465, 0.2395]], "nbo_charge": [0.24, -0.91, -0.96, -0.98, -0.51, -0.32, 1.44, 0.26, 0.29, 0.27, 0.28, 0.29, 0.28, 0.27, 0.28, 0.30, 0.25, 0.22]}

***

Entry 2:
{"formula": "C5H11NS", "method": "the ωB97M-V functional and the def2-TZVPD basis", "homo_lumo_gap_ha": 0.3459, "e_homo_ev": -8.5, "e_above_lowest_kcal_mol": 60.6, "total_energy_ev": -17685.83562, "smiles": "NC[C@@H]1CCCS1", "symbols": ["C", "C", "C", "C", "C", "H", "H", "H", "H", "H", "H", "H", "H", "H", "H", "H", "N", "S"], "positions_angstrom": [[1.74641, -0.57446, 0.21415], [0.31389, -0.88547, 0.25224], [-0.43331, -0.99485, -1.09541], [-0.78541, 0.46718, -1.40666], [-1.76556, 0.94821, -0.14230], [2.15352, 0.65996, -1.42649], [2.17494, 1.47331, -0.00243], [2.23766, -0.58324, 1.10214], [2.40338, -1.41754, -0.28687], [0.42901, -1.86222, 0.60262], [-1.24416, -1.75620, -0.91972], [0.34612, -1.44244, -1.77174], [-1.19153, 0.48730, -2.52132], [0.25643, 1.08967, -1.01542], [-1.52225, 1.95262, 0.16117], [-2.76012, 0.49152, -0.05403], [2.23089, 0.51673, -0.38757], [-0.83471, 0.22040, 1.36956]], "forces_ev_per_angstrom": [[1.3024, -2.8430, -1.9997], [-1.9829, 0.0103, 0.2318], [1.4371, -0.2338, 1.1678], [-0.0438, 0.8449, 1.3450], [2.6444, -2.0425, -0.2569], [0.0233, -0.7826, 1.6220], [-0.1984, -1.1992, 0.3178], [0.5398, -0.2990, 3.5422], [-1.9023, 0.5877, 0.6001], [-1.0036, -1.7798, 1.3853], [0.3408, 1.0980, -0.6720], [-0.9456, 0.4624, 0.0780], [0.8023, 0.9463, 2.4576], [-3.1053, -1.4616, -2.2818], [-1.2282, 0.7086, -0.7919], [0.1921, 0.8464, -0.4916], [2.0867, 6.3470, -4.3893], [1.0410, -1.2101, -1.8646]], "nbo_charge": [-0.25, -0.28, -0.44, -0.45, -0.49, 0.36, 0.37, 0.21, 0.18, 0.21, 0.22, 0.21, 0.23, 0.24, 0.23, 0.22, -0.85, 0.06]}